Record 1
Computed, not measured: C17H32Br6O5 as an isolated structure in a non-equilibrium geometry, with the ωB97M-V functional and the def2-TZVPD basis.

As for the lowest unoccupied orbital energy: -0.41 eV. As for the total energy: -448637.274 eV.

Last column: Löwdin charge in e.
Element x y z (Å)
C 4.0847 -0.6119 6.8603  -0.01
C 2.8169 -1.3674 6.4288  -0.43
O 2.4576 -1.4905 5.2182  0.00
C 1.9276 -2.1159 7.3736  -0.04
H 4.9478 -0.9573 6.2913  0.08
H 4.3084 -0.8708 7.8952  0.07
H 4.0586 0.4671 6.7080  0.08
H 2.2643 -3.1385 7.5438  0.09
H 0.9445 -2.1794 6.9069  0.08
H 1.8873 -1.5222 8.2868  0.08
C 0.9958 -8.9446 -3.4453  -0.04
C 1.4977 -8.1360 -2.2316  -0.41
O 2.6932 -8.2902 -1.7703  0.00
C 0.5304 -7.0819 -1.7331  -0.03
H 0.7184 -8.2899 -4.2716  0.08
H 0.1985 -9.6339 -3.1673  0.08
H 1.8266 -9.5586 -3.7930  0.07
H 0.8807 -6.0832 -1.9941  0.09
H 0.5626 -7.1573 -0.6462  0.09
H -0.4390 -7.1888 -2.2199  0.07
C -0.8367 6.1207 -5.9605  -0.02
C -0.2939 7.3451 -6.6826  -0.51
O 0.5653 7.2959 -7.5643  0.04
C -0.8541 8.6747 -6.3925  -0.03
H -1.2421 6.3060 -4.9658  0.08
H -0.1790 5.2525 -6.0028  0.08
H -1.7258 5.9764 -6.5744  0.09
H -1.8194 8.5708 -5.8970  0.08
H -0.9319 9.1802 -7.3550  0.09
H -0.0442 9.1044 -5.8030  0.10
C -1.2955 1.0338 -2.2598  -0.03
C -0.0671 0.5238 -1.5404  -0.51
O 1.0441 0.9722 -1.6873  0.07
C -0.3233 -0.6161 -0.6163  -0.03
H -1.6721 0.2947 -2.9669  0.09
H -1.1324 1.9474 -2.8313  0.08
H -2.0203 1.2142 -1.4659  0.08
H -1.1886 -1.1784 -0.9672  0.08
H -0.4277 -0.3512 0.4358  0.09
H 0.5039 -1.3230 -0.5535  0.09
C -5.5906 -0.7095 1.0846  -0.02
C -5.9073 -0.7985 2.5873  -0.54
O -6.0559 -1.8585 3.0780  0.09
C -6.1883 0.4128 3.3944  -0.02
H -4.6745 -0.1257 0.9951  0.07
H -6.4249 -0.3553 0.4792  0.08
H -5.2830 -1.6936 0.7310  0.08
H -6.3339 0.1120 4.4319  0.09
H -7.0771 0.9242 3.0249  0.09
H -5.3253 1.0575 3.2279  0.08
C 0.3671 2.9579 3.8354  -1.51
Br 2.3070 3.2869 3.4370  0.50
Br -0.8304 4.2726 3.0486  0.55
Br 0.1709 2.9674 5.8220  0.48
H 0.0931 1.9459 3.5374  -0.03
C 6.2001 1.0729 -1.9577  -1.54
Br 7.5102 0.1640 -3.0742  0.55
Br 6.7549 2.9332 -1.5128  0.50
Br 5.7987 0.1829 -0.2383  0.51
H 5.2676 1.0580 -2.5219  -0.03



Record 2
Computed, not measured: C17H32Cl20FIN2O6P as an isolated structure in a non-equilibrium geometry, with the ωB97M-V functional and the def2-TZVPD basis.

As for the net charge: -1. As for the lowest unoccupied orbital energy: 1.44 eV. As for the total energy: -303970.442 eV.

Last column: Löwdin charge in e.
Element x y z (Å)
N -5.6402 -5.2664 1.5572  -0.06
C -4.4554 -4.9293 0.6901  -0.26
C -3.1077 -5.0109 1.5751  -0.14
C -2.4577 -3.5456 1.8774  -0.21
N -1.8404 -2.9154 0.6674  -0.11
C -0.3703 -3.1193 0.5963  -0.33
F 0.2608 -2.1093 1.4438  -0.11
C 0.2254 -2.9650 -0.9146  -0.08
C 1.7919 -2.5192 -0.8428  -0.71
O 2.6678 -3.2769 -0.3438  -0.03
I 2.4480 -0.6053 -1.6604  0.80
C 0.1375 -4.5478 1.1260  -0.51
O 0.6684 -4.6360 2.2928  -0.08
O 0.0841 -5.7242 0.3746  -0.18
P -2.2835 -1.2037 0.6744  0.67
O -2.2924 -0.5660 2.0803  -0.38
O -3.8181 -1.0928 -0.1084  -0.21
O -1.2400 -0.2347 -0.2722  -0.25
H -5.4187 -6.0437 2.1949  0.05
H -5.8937 -4.4671 2.1601  0.06
H -4.5822 -3.9586 0.1028  0.09
H -4.3972 -5.7862 -0.0887  0.11
H -3.3855 -5.4195 2.6239  0.11
H -2.3322 -5.7042 1.1028  0.10
H -3.3645 -2.8923 2.1920  0.11
H -1.7721 -3.5578 2.8049  0.12
H 0.2476 -3.9903 -1.4546  0.14
H -0.4031 -2.2770 -1.5729  0.10
H -4.0150 -1.9752 -0.5033  0.01
H -0.5197 0.1043 0.3141  0.03
C -0.4374 3.0269 -1.9956  -0.99
Cl 0.6580 1.8400 -1.2770  0.41
Cl 0.4045 4.0400 -3.1758  0.49
H -1.2495 2.5008 -2.4957  0.03
H -0.8397 3.6618 -1.2070  0.03
C -1.0464 1.9644 4.3608  -1.05
Cl -1.8557 3.0936 5.4583  0.52
Cl -0.9181 2.6393 2.7325  0.51
H -0.0461 1.7591 4.7387  0.02
H -1.6209 1.0399 4.3170  -0.02
C -5.8666 0.1331 -2.9546  -1.02
Cl -6.2241 -1.4191 -2.1903  0.53
Cl -4.6471 -0.0434 -4.2222  0.50
H -6.7805 0.5288 -3.3954  0.02
H -5.4931 0.8217 -2.1977  0.03
C -0.7301 -1.9454 5.5398  -1.02
Cl -0.0850 -1.2480 4.0554  0.60
Cl -2.4978 -2.0274 5.4932  0.51
H -0.3334 -2.9479 5.6573  -0.07
H -0.4272 -1.3269 6.3843  0.03
C 1.6451 4.6143 -6.9718  -1.01
Cl 1.8131 6.1682 -6.1444  0.53
Cl 2.6223 3.3671 -6.1905  0.53
H 0.5991 4.3115 -6.9473  0.03
H 1.9726 4.7258 -8.0044  0.03
C 6.3019 3.5630 -5.1059  -1.03
Cl 5.9046 2.0226 -4.3372  0.51
Cl 7.5008 3.3483 -6.3884  0.50
H 5.3959 3.9877 -5.5363  -0.02
H 6.7055 4.2398 -4.3542  0.03
C 2.7370 -4.0774 6.2303  -0.99
Cl 1.1388 -4.3039 6.9504  0.55
Cl 2.6593 -3.1658 4.7139  0.55
H 3.3652 -3.5351 6.9359  0.02
H 3.1704 -5.0562 6.0292  0.03
C 10.6722 1.0543 -5.2332  -1.04
Cl 10.2764 -0.4880 -4.4666  0.50
Cl 11.8710 0.8409 -6.5156  0.49
H 9.7653 1.4791 -5.6632  -0.01
H 11.0754 1.7306 -4.4808  0.03
C -1.9311 2.9052 9.2104  -1.04
Cl -1.7952 4.4579 10.0458  0.49
Cl -0.9304 1.6725 9.9877  0.49
H -2.9708 2.5820 9.2312  0.03
H -1.6035 3.0283 8.1783  -0.04
C -0.5351 8.8314 -6.9966  -1.05
Cl -0.1000 10.5418 -6.8927  0.50
Cl -1.4813 8.4999 -8.4529  0.49
H 0.3759 8.2356 -7.0241  -0.04
H -1.1258 8.5626 -6.1220  0.03



Record 3
Computed, not measured: a 3-piece molecular cluster, C17H32F9N2O4S overall, with the ωB97M-V functional and the def2-TZVPD basis.

As for the net charge: +1. As for the lowest unoccupied orbital energy: -2.61 eV. As for the total energy: -64601.389 eV.

Last column: Löwdin charge in e.
Element x y z (Å)
F 1.1234 2.8313 -2.7425  0.14
C 0.9135 1.6198 -2.1730  -0.44
F -0.2764 1.7089 -1.4989  0.07
C 2.0484 1.3157 -1.2165  -0.09
C 2.2196 2.4177 -0.1602  -0.16
C 2.9579 1.8841 1.0852  -0.15
C 2.1073 1.7720 2.3421  -0.09
N 1.1145 0.6828 2.2751  -0.01
C 0.0597 0.5525 1.3902  0.00
C -0.5706 -0.6091 1.6910  0.00
N 0.0943 -1.1533 2.7634  0.13
C 1.1094 -0.3557 3.0921  -0.04
C 0.6855 0.6698 -3.4049  -0.43
F 1.8075 0.7169 -4.1373  0.14
F -0.3322 1.1403 -4.1200  0.15
S 0.3336 -1.1865 -3.0763  0.79
F -0.1544 -0.8884 -1.5727  -0.16
F 1.8443 -1.3164 -2.5416  -0.15
F 0.8052 -1.5439 -4.5364  -0.10
F -1.1624 -1.0983 -3.5585  -0.11
F 0.1408 -2.7222 -2.7772  -0.11
H 1.8631 0.3664 -0.7226  0.10
H 2.9654 1.2011 -1.7988  0.15
H 2.7732 3.2575 -0.5829  0.13
H 1.2406 2.8196 0.1172  0.11
H 3.7891 2.5486 1.3376  0.13
H 3.4020 0.9042 0.8797  0.12
H 1.5752 2.7031 2.5521  0.14
H 2.7347 1.5430 3.2053  0.13
H -0.1738 1.2714 0.6248  0.11
H -1.4352 -1.0570 1.2296  0.14
H -0.1467 -2.0198 3.2183  0.17
H 1.8192 -0.5356 3.8849  0.17
C 2.8355 -3.4075 2.6750  -0.10
O 2.6333 -2.5670 1.5483  -0.22
C 3.4635 -2.9455 0.4492  -0.18
C 2.7668 -3.8694 -0.5284  -0.20
O 2.3618 -5.0876 0.0617  -0.18
C 0.9984 -5.1271 0.4338  -0.10
H 1.9757 -3.2956 3.3366  0.07
H 2.9106 -4.4557 2.3839  0.09
H 3.7425 -3.1235 3.2184  0.10
H 4.3759 -3.4177 0.8247  0.13
H 3.7517 -2.0315 -0.0792  0.12
H 3.4688 -4.1107 -1.3306  0.14
H 1.9100 -3.3556 -0.9711  0.10
H 0.3599 -5.2909 -0.4401  0.09
H 0.6894 -4.2012 0.9302  0.07
H 0.8712 -5.9617 1.1212  0.10
C -6.1343 4.0688 -0.3588  -0.10
O -5.3778 3.4338 -1.3759  -0.19
C -3.9825 3.4721 -1.1692  -0.21
C -3.4420 2.1847 -0.5822  -0.21
O -3.9501 1.8873 0.7084  -0.20
C -5.0862 1.0381 0.6919  -0.11
H -7.1641 3.7328 -0.4628  0.09
H -5.7716 3.8079 0.6380  0.08
H -6.1050 5.1565 -0.4763  0.09
H -3.7095 4.3196 -0.5306  0.13
H -3.5104 3.6218 -2.1451  0.13
H -2.3593 2.2893 -0.4791  0.10
H -3.6419 1.3521 -1.2668  0.13
H -4.7923 -0.0045 0.5212  0.08
H -5.7974 1.3335 -0.0804  0.08
H -5.5659 1.1140 1.6660  0.09



Record 4
Computed, not measured: a 3-piece molecular cluster, C17H33BClN3O4P overall in a non-equilibrium geometry, with the ωB97M-V functional and the def2-TZVPD basis.

As for the net charge: +1. As for the lowest unoccupied orbital energy: -4.71 eV. As for the total energy: -53303.988 eV.

Last column: Löwdin charge in e.
Element x y z (Å)
C 3.3597 1.2718 3.4234  -0.09
C 2.1686 2.2505 3.4412  -0.22
C 1.2418 2.1366 2.1766  -0.28
C 1.4191 3.3457 1.1717  -0.02
C -0.2302 1.9313 2.5423  -0.16
N -0.7551 0.8601 2.0416  0.17
N -2.0357 0.7707 2.3600  -0.43
Cl -2.8022 -0.6063 1.6636  0.90
C -2.7809 1.5626 3.1016  -0.13
B -4.3594 1.2114 3.3319  -0.52
C -4.8900 0.0167 4.2161  0.00
O -5.2504 2.0156 2.6659  0.15
C -2.2286 2.7177 3.7045  -0.15
P -3.2181 3.8297 4.8028  0.76
O -4.5188 4.2450 4.2596  -0.37
C -0.8521 2.9217 3.3759  -0.20
N -0.1872 4.0009 3.8847  0.17
H 3.0814 0.2340 3.1981  0.08
H 3.7842 1.2683 4.4424  0.08
H 4.1773 1.6354 2.7832  0.08
H 2.5524 3.2829 3.5196  0.11
H 1.5776 2.0733 4.3549  0.11
H 1.6254 1.2675 1.6207  0.12
H 2.3583 3.8816 1.3366  0.09
H 0.5495 4.0115 1.3263  0.07
H 1.3012 2.9469 0.1576  0.09
H -5.8931 -0.2306 3.8317  0.09
H -5.0280 0.3288 5.2644  0.08
H -4.2547 -0.8737 4.1130  0.05
H -5.0115 2.0428 1.7230  0.13
H -2.4095 4.9912 4.9610  0.03
H -3.2499 3.2068 6.0730  0.05
H 0.6395 4.2562 3.3513  0.10
H -0.8370 4.7852 3.8807  0.09
C -0.5827 -2.0081 -2.6980  -0.17
C -0.8858 -1.1677 -1.4671  -0.19
C 0.5106 -0.8420 -0.9575  -0.22
O 1.3632 -0.7924 -2.1004  -0.13
C 0.6659 -1.3295 -3.2341  -0.19
H -1.3959 -2.0384 -3.4223  0.12
H -0.3526 -3.0343 -2.4008  0.12
H -1.3999 -0.2480 -1.7632  0.11
H -1.5004 -1.6783 -0.7266  0.07
H 0.8831 -1.6274 -0.2897  0.12
H 0.5538 0.1134 -0.4280  0.09
H 0.4113 -0.4959 -3.8979  0.12
H 1.3190 -2.0167 -3.7737  0.11
C 3.2309 -4.6169 -6.8552  -0.17
C 1.8626 -3.9942 -7.0739  -0.17
C 1.1460 -4.3530 -5.7826  -0.21
O 2.1466 -4.4125 -4.7543  -0.16
C 3.4437 -4.3901 -5.3686  -0.20
H 4.0169 -4.1780 -7.4684  0.11
H 3.1898 -5.6880 -7.0681  0.12
H 1.9576 -2.9083 -7.1600  0.11
H 1.3490 -4.3618 -7.9613  0.11
H 0.6747 -5.3390 -5.8494  0.12
H 0.3837 -3.6200 -5.5096  0.10
H 3.8908 -3.4087 -5.1769  0.12
H 4.0747 -5.1540 -4.9132  0.12



no.,HOMO level (Ha)
1,-0.3523
2,-0.1856
3,-0.4126
4,-0.4015